1.
{"formula": "C11H11NO2", "method": "ωB97M-V/def2-TZVPD", "elements": ["C", "C", "C", "N", "O", "O", "C", "C", "C", "C", "C", "C", "C", "C", "H", "H", "H", "H", "H", "H", "H", "H", "H", "H", "H"], "coordinates": [[1.1029, -2.5326, 0.2971], [0.7033, -1.1403, 0.1047], [1.5269, -0.0689, -0.1619], [2.8874, 0.0297, -0.2918], [3.6443, -0.9592, -0.1796], [3.3072, 1.1987, -0.5621], [0.7391, 1.1502, -0.2914], [0.9949, 2.1138, 0.8484], [-0.6310, 0.6595, -0.1678], [-1.8036, 1.3156, -0.4370], [-3.0695, 0.6619, -0.4280], [-2.9659, -0.6859, -0.3403], [-1.8653, -1.3935, 0.0822], [-0.6957, -0.6863, 0.0694], [0.3537, -3.0967, -0.3348], [1.1631, -2.7898, 1.3380], [2.1643, -2.4713, -0.0113], [0.9041, 1.7504, -1.2360], [0.6859, 1.7970, 1.8277], [0.4755, 3.0357, 0.7424], [2.0500, 2.3116, 0.9489], [-1.8873, 2.3987, -0.6981], [-3.8795, 1.2359, -0.7057], [-3.8623, -1.3127, -0.5559], [-2.0424, -2.5213, 0.1431]], "mulliken_charge": [-1.456, 0.517, -0.377, 0.897, -0.663, -0.599, 0.720, -1.516, -0.581, -0.183, -0.826, -0.355, -0.450, 0.838, 0.378, 0.297, 0.360, 0.462, 0.390, 0.398, 0.412, 0.310, 0.433, 0.295, 0.301], "smiles": "CC1=C([N+](=O)[O-])[C@H](C)c2ccccc21", "gap_ev": 8.117, "e_homo_ev": -9.16, "molar_mass_g_mol": 189.214}



2.
{"formula": "H7N5", "method": "ωB97M-V/def2-TZVPD", "elements": ["N", "N", "N", "N", "N", "H", "H", "H", "H", "H", "H", "H"], "coordinates": [[0.2915, 1.9369, -0.7180], [0.2558, 0.0021, 1.1761], [-0.2292, -1.9486, 0.0220], [-0.1699, 0.6497, -1.3337], [-0.5328, -0.6191, 0.2198], [-0.4398, 2.5986, -0.2964], [1.1717, 1.7348, -0.1460], [1.1655, -0.5013, 1.4764], [-0.2611, 0.1578, 2.0201], [-0.8252, -2.5025, -0.6425], [0.7006, -2.1933, -0.0030], [-1.1272, 0.6849, -1.7748]], "mulliken_charge": [-0.373, -0.423, -0.334, -0.404, -0.089, 0.228, 0.293, 0.221, 0.224, 0.233, 0.188, 0.235], "gap_ev": [8.095, 8.201], "e_homo_ev": [-7.03, -7.11], "molar_mass_g_mol": 77.091}



3.
{"formula": "C23H40CsGeN6O6PS2", "method": "ωB97M-V/def2-TZVPD", "elements": ["Cs", "N", "N", "C", "N", "N", "N", "O", "O", "H", "H", "H", "H", "H", "C", "C", "O", "P", "S", "S", "O", "C", "C", "H", "H", "H", "H", "H", "H", "H", "H", "H", "H", "O", "C", "O", "C", "C", "C", "C", "C", "C", "C", "C", "C", "N", "H", "H", "H", "H", "H", "H", "C", "C", "C", "C", "Ge", "C", "C", "C", "C", "H", "H", "H", "H", "H", "H", "H", "H", "H", "H", "H", "H", "H", "H", "H", "H", "H", "H", "H"], "coordinates": [[-0.5313, 2.2226, 2.1229], [0.4379, -1.3182, 2.2730], [0.7105, -1.5549, 3.6179], [1.1074, -0.5428, 4.4083], [1.3770, -0.8249, 5.6943], [1.1446, 0.6539, 3.8278], [1.6419, 1.7311, 4.5376], [2.3134, 1.6213, 5.5588], [1.3631, 2.8162, 4.0338], [-0.5131, -1.5983, 2.0272], [1.1684, -1.7292, 1.7102], [0.5036, -2.4465, 4.0405], [1.4029, -1.7829, 5.9918], [1.8546, -0.1193, 6.2293], [-7.1165, -1.7641, 2.4155], [-5.8560, -2.3561, 3.0103], [-5.0019, -1.3200, 3.4985], [-3.7169, -0.8154, 2.6560], [-2.7583, 0.4551, 3.8052], [-2.7417, -2.3764, 1.9028], [-4.4651, -0.0304, 1.4679], [-3.9690, 0.0819, 0.1230], [-5.1545, 0.0544, -0.8097], [-7.7792, -2.5577, 2.0585], [-6.8754, -1.1104, 1.5780], [-7.6577, -1.1750, 3.1578], [-5.3172, -2.9726, 2.2889], [-6.0924, -2.9852, 3.8706], [-3.2887, -0.7475, -0.0786], [-3.4118, 1.0175, 0.0366], [-5.6584, -0.9134, -0.7644], [-4.8271, 0.2234, -1.8388], [-5.8753, 0.8327, -0.5522], [-1.5254, 2.5779, -0.7233], [-0.5418, 1.8284, -0.8394], [0.6054, 2.0165, -0.3302], [-0.7949, 0.5409, -1.6180], [-1.6411, 0.6396, -2.7690], [-1.9857, -0.4913, -3.4294], [-1.5241, -1.7480, -2.9477], [-1.8790, -2.9864, -3.5360], [-1.4094, -4.1587, -3.0184], [-0.5487, -4.1468, -1.8938], [-0.1952, -2.9640, -1.3124], [-0.6894, -1.7393, -1.8206], [-0.3280, -0.5872, -1.1724], [-1.9855, 1.6188, -3.0701], [-2.6138, -0.4593, -4.3134], [-2.5360, -2.9843, -4.3986], [-1.6945, -5.1044, -3.4621], [-0.1774, -5.0808, -1.4916], [0.4632, -2.9275, -0.4536], [5.5792, 4.1840, 0.1770], [5.8892, 2.8368, 0.8170], [4.9993, 1.7026, 0.3086], [3.5061, 1.8814, 0.5966], [2.4577, 0.2937, 0.1036], [2.8645, -0.0530, -1.7847], [2.6404, 1.0745, -2.7941], [2.4323, 0.5605, -4.2146], [2.1558, 1.6681, -5.2210], [6.3088, 4.9463, 0.4591], [4.5930, 4.5485, 0.4683], [5.5850, 4.1079, -0.9145], [5.7721, 2.9125, 1.9037], [6.9390, 2.5835, 0.6352], [5.3486, 0.7642, 0.7522], [5.1474, 1.6014, -0.7740], [3.0906, 2.7256, 0.0413], [3.3560, 2.1001, 1.6614], [3.3092, -0.8456, 0.8143], [2.2678, -0.9223, -2.0818], [3.9151, -0.3657, -1.8023], [3.4949, 1.7628, -2.7775], [1.7771, 1.6846, -2.5088], [1.5926, -0.1436, -4.2033], [3.3123, -0.0149, -4.5234], [1.2820, 2.2550, -4.9257], [1.9677, 1.2780, -6.2237], [3.0001, 2.3601, -5.2880]], "mulliken_charge": [1.310, 0.227, -0.346, 0.377, -0.394, -0.168, 1.090, -0.761, -0.709, -0.209, 0.188, 0.143, 0.177, 0.233, -0.905, -0.199, -0.440, 0.701, -0.623, -0.601, -0.294, 0.557, -1.468, 0.351, 0.124, 0.275, 0.227, 0.323, -0.017, 0.095, 0.341, 0.368, 0.305, -0.665, -1.068, -0.887, 1.440, -0.830, -1.142, 1.291, -0.772, -0.591, -0.560, -0.258, -0.473, 0.868, 0.578, 0.397, 0.398, 0.379, 0.422, 0.244, -1.136, -0.536, -0.552, -0.663, 0.066, -1.175, -0.126, -0.206, -1.423, 0.373, 0.266, 0.269, 0.284, 0.365, 0.388, 0.154, 0.337, 0.396, -0.123, 0.410, 0.733, 0.397, -0.059, 0.108, 0.370, 0.296, 0.395, 0.343], "spin_multiplicity": 2, "gap_ev": [5.644, 6.915], "e_homo_ev": [-3.65, -4.93], "molar_mass_g_mol": 797.232, "charge": -1}



4.
{"formula": "C4HNO2", "method": "ωB97M-V/def2-TZVPD", "elements": ["C", "C", "C", "C", "N", "O", "O", "H"], "coordinates": [[0.0622, 0.9512, -0.1821], [-1.2553, 0.9297, -0.4048], [-2.4255, -1.1536, -0.5473], [1.6801, -0.8026, 0.5898], [0.7029, -0.2105, -0.0011], [-1.8812, -0.1792, -0.3947], [2.6191, -1.4468, 1.0749], [0.4977, 1.9118, -0.1347]], "mulliken_charge": [0.293, -0.761, 0.011, 0.688, -0.441, 0.257, -0.490, 0.443], "gap_ev": 8.381, "e_homo_ev": -9.00, "molar_mass_g_mol": 95.057}



5.
{"formula": "C3H11NS2", "method": "ωB97M-V/def2-TZVPD", "elements": ["C", "S", "S", "H", "H", "H", "H", "C", "C", "N", "H", "H", "H", "H", "H", "H", "H"], "coordinates": [[1.3308, 0.4598, 3.2959], [2.4777, 0.5547, 4.7233], [1.3457, 1.9051, 5.8842], [0.8902, 1.4265, 3.0596], [0.5464, -0.2339, 3.5815], [1.8226, -0.0075, 2.4547], [0.0428, 1.5224, 5.6096], [0.2264, -0.3545, -3.2766], [-0.9980, -1.0530, -2.6744], [-2.1265, -0.1647, -2.4328], [0.5407, 0.4341, -2.5680], [1.1414, -0.9317, -3.3557], [0.0743, 0.3113, -4.1302], [-1.2948, -1.8414, -3.3926], [-0.6517, -1.5167, -1.7665], [-2.6196, -0.0143, -3.3042], [-2.7486, -0.4961, -1.7078]], "mulliken_charge": [-0.767, -0.488, -0.505, 0.308, 0.273, 0.161, 0.022, -1.132, -0.226, -0.577, 0.295, 0.345, 0.306, 0.206, 0.360, 0.209, 0.210], "spin_multiplicity": 2, "gap_ev": [2.237, 6.180], "e_homo_ev": [0.43, -3.53], "molar_mass_g_mol": 125.262, "charge": -1}



6.
{"formula": "CH2F2N2O", "method": "ωB97M-V/def2-TZVPD", "elements": ["C", "N", "N", "O", "F", "F", "H", "H"], "coordinates": [[-1.8571, 0.3181, 0.1267], [0.8392, 0.0060, -0.9225], [1.7153, -0.2531, -0.2702], [-0.9653, 0.0160, 0.8616], [2.7075, 0.5778, 0.3080], [2.1814, -1.5099, 0.1321], [-2.0043, -0.2207, -0.8328], [-2.6169, 1.0658, 0.5972]], "mulliken_charge": [-0.095, -0.398, 0.743, -0.377, -0.196, -0.176, 0.256, 0.243], "gap_ev": 10.727, "e_homo_ev": -10.30, "molar_mass_g_mol": 96.036}